An isolated molecule of C3H5N3, computed with ωB97M-V with the def2-TZVPD basis set.

```
11
C3H5N3 ωB97M-V with the def2-TZVPD basis set
N -0.13304 0.28849 -0.20518
N -0.69548 0.05025 0.93429
N 1.50526 0.15469 -1.32036
C 0.60484 0.46242 -2.13894
C -0.64821 0.64638 -1.40383
C -0.02585 -0.59337 1.98348
H -0.84759 -0.94648 2.60930
H 0.52768 -1.44271 1.63230
H 0.82482 0.47427 -3.20373
H 0.62440 0.11071 2.62947
H -1.73683 0.79534 -1.51679
```

Calculated values
Charge   0
⟨S²⟩   2.07
Gap between HOMO and LUMO (spin up / spin down)   7.7384 / 7.3003 eV
E_tot   -281.34112 a.u.
2S+1   3
Highest occupied orbital energy (spin up / spin down)   -7.34 / -8.64 eV
ΔE to the lowest compared entry with this formula, charge and spin   157.2 kJ/mol

---

A structure of composition C35H51AsN5O8PReS3Te, computed with ωB97M-V with the def2-TZVPD basis set.

```
106
C35H51AsN5O8PReS3Te ωB97M-V with the def2-TZVPD basis set
Re 0.21621 -0.05645 0.67619
Te 2.27451 -1.27455 1.90109
As -0.51359 0.14145 4.12969
S -1.01739 -2.51645 2.38119
S 4.74071 -0.39055 -0.40611
S 1.91841 -4.02785 0.98959
P 0.22461 -0.65155 -2.74941
O -0.88089 -1.94285 1.03219
O -1.10919 1.85525 4.38319
O -4.84179 4.22695 2.71489
O 0.11481 -2.22615 3.24749
O -1.32839 -3.92985 2.31579
O 0.93731 6.77545 1.29839
O 0.35521 0.38725 2.75629
O 0.27821 -0.18265 5.47959
N 0.90051 -5.36585 3.00599
N 0.29101 -0.40095 -1.20131
N -1.56559 0.96035 0.74509
N 3.02911 -4.48135 3.30829
N 0.86261 1.85635 0.59109
C 1.92051 -4.62525 2.56079
C 2.19901 -2.56485 -2.22111
C 2.54261 3.55285 0.69879
C 2.13221 2.26885 0.45069
C -2.46969 -1.29045 -2.27271
C -4.65649 -0.44615 4.12399
C -2.27979 -0.59285 3.83489
C 6.58641 -1.07835 1.21749
C -1.98489 0.96425 -3.13391
C -0.09559 -3.37295 -2.48671
C -2.76699 0.39125 0.79989
C 2.01451 5.89045 1.50409
C -2.56509 3.04995 1.34309
C -0.08149 2.78075 0.95629
C 1.20701 -2.69805 -4.52301
C 1.60211 4.49655 1.13039
C -3.71369 -2.25375 2.85709
C -4.82269 -1.60365 3.37539
C 0.28421 4.09605 1.23509
C 2.72201 0.37405 -3.27661
C 6.41211 -0.54225 -0.01871
C 1.08431 0.90475 -5.09481
C 0.93111 -2.39725 -3.05521
C -3.38869 0.05735 4.35689
C 1.27321 0.73325 -3.59181
C 0.96791 2.04205 -2.86231
C -1.92069 -0.97215 -4.70891
C 4.24741 -1.05395 1.12579
C -2.45319 -1.73615 3.09169
C -3.81199 2.45335 1.39909
C -3.90449 1.08355 1.13509
C 5.36771 -1.35935 1.86109
C -1.62319 -0.51345 -3.28511
C -1.43939 2.28385 1.03459
C -5.04319 3.26025 1.71369
H -5.87379 2.58565 1.97909
H -4.44419 3.80355 3.48369
H 2.09581 -2.04735 -1.26711
H 0.34161 -4.36915 -2.45491
H -4.84959 0.57185 1.19369
H 1.20891 -0.03235 -5.63001
H 2.89081 6.18765 0.90749
H 2.83681 1.50385 0.14699
H -0.45899 4.80495 1.55549
H 3.08011 -0.44595 -3.88971
H -0.01699 -5.11885 2.62369
H -3.24269 0.95685 4.93969
H 0.32341 -2.56075 -5.13971
H -1.29939 -0.45325 -5.43381
H 3.03471 -4.73165 4.28549
H -2.79729 -0.66425 0.57159
H 3.76411 -3.88875 2.95409
H 0.89501 -5.66385 3.97039
H -1.96309 -1.31135 -1.30931
H 0.76661 1.83055 -1.81501
H -0.99349 -3.42285 -3.09401
H -3.80979 -3.15955 2.27719
H 1.52661 -3.73485 -4.61821
H 3.58101 3.81625 0.57859
H 2.80501 0.10915 -2.22601
H -0.34659 -3.08875 -1.46631
H -2.96499 -0.75725 -4.94041
H 1.21061 7.66055 1.55669
H 0.10511 1.31335 -5.33241
H 7.55201 -1.26545 1.65269
H -1.66139 1.32395 -2.15801
H 3.36721 1.23065 -3.46211
H 0.12251 2.57065 -3.28621
H -1.76839 -2.04235 -4.82011
H 3.09051 -2.21545 -2.72731
H 1.83001 2.70225 -2.91461
H -1.53619 1.56915 -3.91531
H 5.30991 -1.76575 2.85809
H 7.15161 -0.21995 -0.72401
H 2.33841 -3.61835 -1.99511
H -2.47819 4.10555 1.54469
H -5.81139 -2.00485 3.20089
H 2.00311 -2.07045 -4.91441
H -5.51409 0.05885 4.54849
H -0.40849 2.30675 4.85459
H -5.34109 3.82865 0.82349
H -3.06549 1.08895 -3.20591
H -2.65899 -2.30945 -2.59281
H 2.31561 5.88705 2.56609
H -3.43479 -0.79935 -2.15081
H 1.83291 1.60745 -5.46331
```

Calculated values
Charge   0
⟨S²⟩   3.78
Gap between HOMO and LUMO (spin up / spin down)   5.1518 / 6.1763 eV
E_tot   -6358.02483 a.u.
2S+1   4
Highest occupied orbital energy (spin up / spin down)   -5.70 / -6.93 eV
ΔE to the lowest compared entry with this formula, charge and spin   140.0 kJ/mol

---

The ion C6H8N3OS with charge +1, computed with ωB97M-V with the def2-TZVPD basis set.

```
19
C6H8N3OS ωB97M-V with the def2-TZVPD basis set
S 4.03296 -0.35612 -1.21011
O -1.62639 -0.10502 0.80471
N 1.04697 1.41418 0.66634
N 1.76137 -0.84969 0.15778
N 2.04887 1.31254 -0.33272
C -0.77444 -1.56873 -0.64056
C -0.47101 -0.64306 0.28020
C -2.18696 -1.49975 -0.83308
C 0.74076 -0.26938 0.94933
C -2.66096 -0.59088 0.08986
C 2.69317 -0.04328 -0.45435
H 0.24384 1.97389 0.48913
H 1.52842 1.83415 1.58537
H 1.83168 -1.81632 0.13250
H 0.87590 -0.36787 2.06949
H -0.06085 -2.07173 -1.18669
H -3.67161 -0.19691 0.18121
H 2.18702 2.00504 -1.05757
H -2.76043 -1.91914 -1.63265
```

Calculated values
Charge   +1
Gap between HOMO and LUMO   9.0519 eV
E_tot   -870.77173 a.u.
Highest occupied orbital energy   -12.92 eV
SMILES string   S=C1N[NH2+][C@@H](c2ccco2)N1
ΔE to the lowest compared entry with this formula, charge and spin   209.7 kJ/mol

---

A cluster of 3 separate species, C30H56BNO10S3 in total, computed with ωB97M-V with the def2-TZVPD basis set.

```
101
C30H56BNO10S3 ωB97M-V with the def2-TZVPD basis set
S 2.30547 -0.40979 3.19697
S -2.29623 -1.43572 -6.13850
S -1.47257 2.78537 4.22297
O -2.28557 -2.28972 -4.97875
O -3.31283 -0.42936 -6.30086
O 2.88056 -0.27777 4.50731
O -2.74542 2.16893 3.93992
O 4.38856 -0.21487 -1.55880
O 1.89154 1.04316 2.77102
O 1.19277 -1.29654 2.98860
O 5.82733 -0.13609 -1.73593
O 3.84876 2.50331 0.10496
O -0.63360 3.22181 3.13123
N -2.76870 2.06386 0.77389
C 5.58118 1.53562 1.71242
C -1.68922 4.15370 5.37540
C 1.33915 1.16652 1.43078
C -2.20941 -2.47190 -7.60900
C 4.18674 -0.85979 -0.30986
C -1.88142 -2.91804 -1.06219
C -3.47093 -0.25925 1.25249
C -1.01840 3.71426 6.68435
C -0.54199 -3.34197 -1.67416
C 1.57897 0.80721 -0.98080
C -2.33943 -2.32894 2.37574
C 1.21539 -1.50786 -2.21477
C 1.97838 0.24381 0.39556
C -3.65437 1.22399 1.56194
C -2.22374 -3.75051 0.17947
C -2.26018 -0.84838 1.97012
C 0.10452 2.73248 6.31584
C 3.47476 0.03909 0.71097
C -1.76652 3.06935 -0.95794
C -0.67374 -0.69845 -6.31610
C -1.85792 2.95049 1.29136
C -1.21988 3.58760 0.24677
C -0.50834 1.75563 5.32168
C -0.86606 -2.14714 -8.27529
C 0.69366 -0.12515 -1.80309
C -1.55688 -3.30255 1.48735
C 3.59090 -0.75887 2.04114
C 0.02480 -2.36569 -2.72653
C 0.09915 -1.70038 -7.16675
C -2.71664 2.13212 -0.59210
B 4.29523 1.41056 0.81744
H -1.38144 -0.75046 1.32836
H 0.38789 -2.55870 -6.55632
H -0.77455 -1.66139 -2.96326
H 1.64320 -2.03946 -1.36385
H -0.48411 -3.00966 -8.81880
H 5.17000 -1.10973 0.09238
H 2.42896 1.17856 -1.54634
H -0.66781 -4.32676 -2.12879
H -1.72976 3.05744 2.35688
H -3.06568 -2.24150 -8.23699
H 6.07990 2.49261 1.56846
H -0.63960 4.57488 7.23309
H -3.45060 1.43468 2.61182
H 0.47552 0.39477 -2.73856
H 0.26706 1.00543 1.48058
H -1.78435 -1.86894 -0.77861
H -1.35354 -4.19843 2.07631
H 1.50261 2.20657 1.16390
H 5.28379 1.48865 2.76601
H -3.37291 -0.35876 0.17157
H -1.95516 -2.42254 3.39021
H 0.49852 2.21237 7.18660
H 0.92994 3.27018 5.84492
H 3.85964 3.30609 0.63443
H 3.45505 -1.82153 1.81833
H -0.24630 -0.24292 -1.26186
H 1.00700 -1.25750 -7.57295
H -3.30889 -3.74588 0.31104
H -0.25551 -0.53584 -5.32468
H -3.38526 -2.64886 2.37997
H -2.26118 -3.50585 -7.27482
H -0.58552 -2.85037 1.26709
H -0.80463 0.25257 -6.83135
H -1.19498 1.06216 5.80624
H -1.20258 5.02206 4.93597
H 3.65923 -1.80696 -0.45382
H -0.46313 4.34839 0.34556
H -4.68747 1.52350 1.37680
H 6.28470 0.71852 1.55252
H 0.28081 -2.88802 -3.64630
H -1.51321 3.35703 -1.96397
H -3.35197 1.52338 -1.21424
H -1.93373 -4.78820 -0.00118
H 0.21202 1.21697 4.71810
H 5.87811 0.65845 -2.28218
H -2.68940 -2.96931 -1.79384
H 4.54868 -0.64653 2.53699
H 1.95683 -1.38222 -3.00376
H -0.99589 -1.33671 -8.99465
H 1.49699 -0.73820 0.47269
H -4.38202 -0.78786 1.54160
H 0.14859 -3.46956 -0.83582
H 0.95270 1.68230 -0.79264
H -2.07589 -0.24720 2.86119
H -1.74754 3.21250 7.32281
H -2.75438 4.34155 5.48100
```

Calculated values
Charge   0
Gap between HOMO and LUMO   7.4310 eV
E_tot   -3203.10277 a.u.
Highest occupied orbital energy   -7.14 eV
SMILES string   CB(O)[C@@]1(COO)CS(=O)(=O)OC[C@H]1CCCCCCCCCCCCn1cccc1.O=S1(=O)CCCC1.O=S1(=O)CCCC1

---

A structure of composition C19H27Ge2NiO3SSe3Te, computed with ωB97M-V with the def2-TZVPD basis set.

```
57
C19H27Ge2NiO3SSe3Te ωB97M-V with the def2-TZVPD basis set
Te 1.23149 2.07538 -3.21966
Se 3.76559 3.57896 -0.93035
Se 1.45548 0.02473 -4.43861
Se 3.62311 3.05589 -3.12214
Ge -1.26018 0.66668 0.44602
Ge -2.38321 2.86054 0.65159
Ni 2.09779 2.02275 -0.74890
S 3.93993 -0.91943 -1.39033
O 0.36336 2.65852 -0.23897
O 3.14393 0.32627 -1.12059
O 0.50230 1.25523 0.20695
C -0.97213 -1.60181 -1.42022
C 2.74014 -3.06639 -0.21975
C 4.15918 -2.97484 0.33561
C -0.08681 -2.07230 4.16423
C 0.80863 -1.84753 3.12714
C -2.34533 3.98722 -0.96542
C -0.84826 -0.52005 1.97426
C 2.74443 -2.29611 -1.53477
C 4.52161 -1.50050 0.24935
C -2.46877 0.12005 -2.16130
C -2.04963 -1.78743 -3.55961
C -1.35959 -1.52484 4.10941
C -4.28235 2.40074 1.01655
C -1.62142 3.79637 2.20477
C 0.43061 -1.07184 2.04264
C -1.18739 -2.29825 -2.59903
C -2.69450 -0.58063 -3.33777
C -1.60362 -0.38266 -1.19297
C -1.73920 -0.75627 3.01705
H -2.77948 3.47751 -1.82538
H -4.38164 1.92021 1.99151
H -2.92268 4.89192 -0.76669
H 4.22547 -3.33791 1.36154
H 1.80466 -2.27243 3.17513
H -1.31801 4.25978 -1.19391
H -0.68909 -3.24547 -2.76993
H -2.73739 -0.33334 2.97975
H -4.65885 1.71046 0.25985
H -2.21911 -2.33114 -4.48001
H 2.04755 -2.60684 0.48900
H 5.58799 -1.30130 0.33847
H 0.21336 -2.66299 5.02037
H 3.09878 -2.90835 -2.36536
H -3.37625 -0.18472 -4.08017
H -2.96680 1.07043 -1.99751
H -0.63504 4.17480 1.94487
H -2.26327 4.62752 2.49994
H 4.84081 -3.56689 -0.28060
H 2.42280 -4.09829 -0.37292
H 1.13360 -0.85555 1.24476
H -2.05656 -1.69274 4.92095
H 3.96957 -0.90026 0.97435
H -0.31838 -2.00977 -0.65640
H -1.52236 3.11213 3.04789
H 1.78809 -1.85626 -1.81451
H -4.91293 3.29105 1.00981
```

Calculated values
Charge   0
⟨S²⟩   3.77
Gap between HOMO and LUMO (spin up / spin down)   6.6158 / 4.9215 eV
E_tot   -14498.46420 a.u.
2S+1   4
Highest occupied orbital energy (spin up / spin down)   -6.92 / -7.12 eV
ΔE to the lowest compared entry with this formula, charge and spin   55.8 kJ/mol

---

A structure of composition C48H36BrF3MnO5P2, computed with ωB97M-V with the def2-TZVPD basis set.

```
96
C48H36BrF3MnO5P2 ωB97M-V with the def2-TZVPD basis set
Br -2.17357 6.42650 -3.32835
Mn -1.02474 -0.40382 -1.01038
P 1.25404 -0.69709 -1.73722
P -1.70629 -0.36251 1.27819
F -5.26849 -1.42446 -2.42705
F -4.29222 -3.30522 -1.95688
F -3.92057 -2.33462 -3.86107
O 1.19263 -1.05636 1.11333
O 0.00501 1.21172 -0.18303
O -1.29897 1.26269 -1.87424
O -3.10829 -0.45949 -1.12323
O -1.77457 -1.74955 -2.20871
C -0.53344 -0.63706 2.62525
C 4.10697 -0.23862 4.07644
C 0.88361 0.19069 -4.32608
C -1.25365 4.08216 -2.03147
C -0.39838 6.14849 -1.12860
C 2.74615 -3.85991 -3.86391
C 1.95950 2.70987 -3.85285
C 3.91987 -0.14702 -1.06063
C 0.82168 -0.84386 2.41183
C 1.08848 -4.71313 -2.34391
C 2.64133 -0.45908 -0.60734
C -0.59517 1.92117 -1.04154
C -0.98991 -0.55893 3.94146
C -2.07082 3.53224 2.43118
C -2.82073 -2.86581 1.17040
C -4.20558 -1.22719 2.25902
C 1.44577 0.48614 -3.08456
C 1.54252 -2.34587 -2.42720
C 3.49290 -0.65943 1.67592
C 0.87093 1.15044 -5.32551
C 4.96976 -0.07227 -0.16090
C 4.75229 -0.32704 1.18615
C -3.97637 3.02876 1.06047
C -1.18539 5.46275 -2.04433
C 1.75951 -0.86651 3.43743
C -2.36219 1.30684 1.54674
C 2.50330 -2.57417 -3.41300
C -2.96257 -1.38637 -1.93576
C -1.62804 2.22462 2.29736
C -0.09379 -0.63473 4.99072
C 2.03846 -4.93044 -3.32921
C -3.54156 1.71956 0.92319
C 1.26551 -0.76353 4.73205
C -5.16672 -2.20283 2.49082
C -4.95610 -3.50402 2.06135
C -4.15033 -2.12344 -2.56822
C -3.77939 -3.83707 1.40169
C -3.02775 -1.55446 1.59638
C 0.33198 5.43991 -0.18374
C 0.27209 4.05677 -0.15103
C 3.23823 -1.06377 3.12335
C -0.52050 3.38738 -1.07567
C 1.40801 2.40947 -5.08979
C 3.58297 -2.55664 3.28091
C 2.46611 -0.71050 0.74591
C 0.83953 -3.42244 -1.89821
C -3.24360 3.93677 1.81207
C 1.97778 1.75234 -2.84922
H 0.83258 3.49307 0.58319
H 1.39530 3.15701 -5.87213
H 5.16508 -0.41270 3.88632
H 0.09013 -3.26957 -1.13030
H 0.53414 -5.54395 -1.92817
H -4.38202 -0.21216 2.59125
H -3.58697 4.95814 1.91365
H -4.89208 3.33975 0.57494
H -1.49130 4.23542 3.01511
H 5.59208 -0.27746 1.86613
H 2.97512 -3.17388 2.61696
H -4.11829 1.02890 0.32513
H 2.22813 -5.93435 -3.68583
H -1.90359 -3.14111 0.65692
H 0.43601 0.91525 -6.28776
H -5.70924 -4.26070 2.23748
H -3.61293 -4.85139 1.06363
H 5.96329 0.17419 -0.50960
H 1.95219 -0.79952 5.56734
H -0.35859 7.22880 -1.15681
H -2.04573 -0.42119 4.14189
H -0.70092 1.92881 2.77069
H -1.86558 3.54703 -2.74415
H 4.63342 -2.72990 3.04079
H 2.37452 3.69186 -3.66582
H -6.08248 -1.94163 3.00453
H 3.90856 0.82933 3.97681
H 0.94630 5.97610 0.52733
H 3.93374 -0.52616 5.11218
H 3.48849 -4.02985 -4.63238
H 4.09321 0.04315 -2.11224
H 3.05617 -1.74483 -3.83809
H 0.44915 -0.78412 -4.51440
H 2.39729 1.99882 -1.88105
H -0.44515 -0.57941 6.01193
H 3.40275 -2.87978 4.30777
```

Calculated values
Charge   +1
Gap between HOMO and LUMO (spin up / spin down)   7.7332 / 7.8507 eV
E_tot   -6934.15966 a.u.
Highest occupied orbital energy (spin up / spin down)   -11.15 / -11.15 eV